1.
The following is a DFT calculation (wB97M-V/def2-TZVPD) of a structure of composition C30H31BrF6HfN3O6P.

Last column: Mulliken charge in e.
Cartesian coordinates (Å):
C 3.42374 2.14349 -1.49178  -1.3944
F -0.01562 -1.44567 4.19012  -0.2275
C -4.96565 0.06468 0.01462  0.4375
C 4.76894 1.67273 2.34185  -1.4333
H -2.85071 0.98394 2.49727  0.4860
H 1.85582 3.24474 -0.48632  0.3019
O -0.19365 1.59966 -0.61624  -0.6980
H -4.39840 4.42440 -3.78123  0.3934
H 4.30098 2.01852 3.26325  0.3015
H 3.37210 -2.47232 2.44928  0.4033
C -4.89944 1.60532 2.35003  -0.9542
F -1.12248 -2.91528 2.19803  -0.2274
Hf 0.37843 -0.47777 -0.05964  0.9280
H -1.89740 3.43126 -0.66457  0.6208
H 3.19032 -4.74852 -4.02926  0.4255
H 2.76205 1.42401 -1.97958  0.2579
O -0.14638 0.34855 -2.40829  -0.7727
N -3.18505 4.01528 -2.16639  -0.6461
O -5.05979 -0.64216 -1.12249  -0.6782
F 0.12781 -4.55287 2.85557  -0.2896
H 1.59615 4.29987 1.82709  0.3030
C -3.78223 0.15546 0.77000  0.0714
F 0.21122 -3.86930 0.80237  -0.2258
H -6.95588 2.04633 1.90586  0.3812
C -0.58355 1.35232 -1.81434  0.7479
H 1.24907 3.97859 3.52233  0.4721
C -3.60651 3.78761 -3.40467  -0.1956
C 0.04135 -3.14932 -2.45403  0.9880
C 1.16041 -1.99047 3.87192  0.4808
C 1.81213 3.62732 2.65742  -1.4135
H -1.05817 -4.53384 -3.66748  0.4052
H 2.66028 -3.35346 1.08939  0.2781
N -1.26437 -1.74522 -0.96067  0.8236
C -3.07731 2.78163 -4.20393  -0.0900
H -2.10510 -2.95977 -2.34985  0.3314
C -6.09918 0.75799 0.43959  -0.6965
C 2.44455 -3.27736 -2.68211  -0.8771
C -2.54076 -0.50775 0.35133  1.0958
C -6.06589 1.51572 1.59194  -0.3845
H 4.37439 0.26125 0.73649  0.5445
N -2.55579 -1.31802 -0.67454  -1.2800
O -1.44029 -0.24310 0.98493  -0.6652
H 2.87229 3.71314 2.89105  0.2709
C 1.04168 -4.76496 -3.96226  -0.8309
H -1.63301 1.17778 -4.29053  0.6058
C 2.57478 -3.15072 2.15492  -1.7045
H 3.43542 3.43110 0.26516  0.6237
C 2.30534 -4.30144 -3.59355  -0.4387
C 2.77652 2.71627 -0.23088  -0.6772
C 0.09064 -3.45885 2.08095  0.1951
C -0.06822 -4.18564 -3.39433  -0.8972
O 1.07806 -1.35330 1.61158  0.6619
C -2.07085 1.97890 -3.71064  -0.4372
H 5.01578 2.54646 1.73626  0.3263
H -4.87879 2.19601 3.25592  0.4245
O 1.49498 -1.68795 -1.23940  -0.2846
F 2.09728 -1.04899 4.08431  -0.2334
H 0.93698 -5.56439 -4.68240  0.4076
H 2.66684 -4.07891 2.71494  0.4063
Br -3.74635 2.52398 -5.95210  -0.1721
H 5.70488 1.18299 2.61313  0.4215
C 1.41740 2.19071 2.32135  -0.1610
C -3.77168 0.93225 1.93197  -0.4917
H 1.56605 1.52587 3.17722  0.3303
H 3.42216 -2.90946 -2.39831  0.4502
H -6.99578 0.68323 -0.16166  0.4465
C 1.22481 -2.46607 2.40183  1.2221
H 4.36350 1.63670 -1.26673  0.3703
C -1.62666 2.22277 -2.41808  0.3936
C 3.85783 0.70713 1.59047  -0.0380
C 1.32185 -2.67390 -2.09871  0.1432
H 0.35311 2.14309 2.07786  0.0703
H 3.63989 2.93805 -2.20601  0.3938
C -1.17349 -2.60747 -1.90986  -0.5609
H -4.18206 -1.04967 -1.30029  0.4930
C -2.21717 3.24406 -1.68212  -0.2411
F 1.40054 -2.98353 4.74081  -0.2836
P 2.28467 1.37929 0.92233  0.4678
H 3.56064 -0.12301 2.23255  -0.0019

---

2.
The following is a DFT calculation (wB97M-V/def2-TZVPD) of a cluster of 2 separate species, C2H2Br3I in total.

Last column: natural (NBO) charge in e.
Cartesian coordinates (Å):
C 1.78602 -0.11117 0.37134  -0.6149
Br -3.35339 1.15582 -0.03561  0.1359
H 1.29766 -1.18755 0.43331  0.2288
Br -1.43140 -1.55944 0.14045  0.1126
C -1.95538 0.08883 -0.63407  -0.4730
Br 1.14377 1.16022 1.48464  0.1723
H -1.16880 0.70116 -1.27116  0.2326
I 3.68152 -0.24788 -0.48889  0.2057

---

| no. | maximum force (eV/Å) | E_tot (eV) |
| --- | --- | --- |
| 1 | 0.56 | -145319.8882 |
| 2 | 3.73 | -220330.2038 |